Entry 1:
97
Properties=species:S:1:pos:R:3:forces:R:3 method="wB97M-V/def2-TZVPD" e_homo_ev=-9.6 energy_ev=-89893.901 total_charge=+1 de_lowest_ev=0.212
La 0.672 0.440 0.008 -3.4 3.0 0.7
O 4.787 1.447 2.240 -1.9 -0.2 -1.2
C 3.700 1.197 1.423 -1.1 -0.3 3.7
O 2.517 1.065 1.815 3.7 0.3 -0.9
C 4.133 0.957 0.064 -2.1 -0.5 -3.5
C 5.348 1.296 -0.529 -0.2 -0.6 -0.2
C 5.446 1.121 -1.919 -0.5 -0.3 -0.4
C 4.426 0.517 -2.672 -0.4 0.3 0.0
C 3.272 0.104 -1.992 1.9 1.3 1.4
N 3.069 0.438 -0.690 3.3 -0.3 -0.6
C 2.237 -0.726 -2.605 -4.0 -0.7 0.7
O 2.494 -1.520 -3.636 1.1 0.5 0.5
O 1.082 -0.719 -2.106 3.0 -0.6 -2.1
H 4.492 1.532 3.159 -0.2 0.1 0.0
H 6.187 1.645 0.079 -0.4 0.0 -0.3
H 6.309 1.435 -2.481 0.4 0.2 0.2
H 4.425 0.472 -3.791 0.4 -0.1 1.2
H 3.470 -1.594 -3.782 -0.9 0.1 -0.1
N -3.783 -0.081 -2.357 0.7 -1.7 0.7
C -2.775 -0.050 -1.431 -0.5 -0.7 0.6
S -2.193 1.461 -0.945 0.9 0.1 0.1
N -2.422 -1.285 -1.002 0.4 0.6 -0.3
N -1.307 -1.363 -0.235 0.5 -0.3 -0.9
C -0.665 -2.521 -0.329 -1.8 1.1 -0.9
C -1.237 -3.588 -1.165 0.2 -1.0 -0.3
C -0.489 -4.214 -2.166 0.2 0.8 1.0
C -0.971 -5.301 -2.831 -0.3 -0.5 -0.6
C -2.224 -5.849 -2.540 0.3 -0.4 -1.0
C -3.001 -5.204 -1.612 -0.2 0.9 0.8
C -2.523 -4.054 -0.948 -0.2 -0.6 -0.4
C 0.581 -2.704 0.372 0.4 -0.1 0.6
C 1.363 -3.875 0.285 0.0 0.3 0.7
C 2.395 -4.061 1.180 0.0 1.0 0.0
C 2.651 -3.072 2.142 0.4 -0.7 0.2
C 1.865 -1.957 2.161 -0.1 1.1 -0.6
N 0.931 -1.700 1.211 0.4 -1.4 1.6
H -4.292 0.745 -2.514 -0.5 1.0 -0.2
H -4.268 -0.977 -2.425 0.2 0.5 -0.1
H 0.491 -3.809 -2.371 0.2 -0.1 -0.3
H -0.371 -5.675 -3.635 0.2 -0.5 -0.3
H -2.609 -6.712 -3.132 0.4 0.8 0.7
H -3.997 -5.558 -1.393 -0.1 0.0 0.0
H -3.158 -3.459 -0.320 -0.3 -0.3 0.4
H 1.164 -4.652 -0.417 -0.4 -0.2 -0.3
H 3.001 -4.941 1.111 0.2 -0.3 0.1
H 3.477 -3.141 2.848 -0.3 -0.2 0.0
H 2.025 -1.173 2.916 -0.1 -0.3 -0.5
C -4.209 -2.655 5.137 0.7 -0.2 0.9
C -3.454 -2.270 3.854 0.7 -0.8 0.4
C -2.259 -3.239 3.703 0.8 1.8 0.1
C -4.335 -2.485 2.635 -1.0 0.2 -0.3
C -2.948 -0.819 3.942 -0.5 0.3 -1.1
C -3.563 0.130 4.776 0.5 0.1 -0.8
C -3.336 1.509 4.604 -0.5 -1.1 1.3
C -2.437 1.957 3.688 0.9 -0.8 -1.5
S -1.921 3.565 3.281 0.8 -0.8 -0.7
C -0.749 2.834 2.130 -1.1 -1.1 0.5
N -0.753 1.520 2.056 -0.7 1.1 0.3
C -1.760 1.002 2.873 0.2 -0.2 0.6
C -2.040 -0.363 2.974 -0.2 0.4 0.4
C 0.133 3.638 1.343 -0.2 3.7 0.0
C 0.098 5.068 1.481 -0.8 -1.0 0.6
C 1.093 5.844 0.960 0.1 -0.1 -0.5
C 2.117 5.242 0.254 0.3 -0.2 0.3
C 2.080 3.863 0.030 1.2 2.2 -0.8
C 1.030 3.116 0.463 0.5 -3.8 -0.2
H -4.475 -3.741 5.180 -0.3 1.0 -0.4
H -5.038 -1.944 5.372 0.3 -1.1 -0.3
H -3.480 -2.571 5.972 -0.4 0.2 -0.3
H -2.606 -4.235 3.669 -0.3 -1.2 0.0
H -1.600 -3.075 4.565 0.1 -0.3 -0.2
H -1.670 -3.035 2.784 -0.4 -0.1 0.4
H -4.579 -3.556 2.456 0.3 0.6 0.3
H -3.878 -2.088 1.722 0.0 0.0 0.1
H -5.290 -1.965 2.807 0.2 -0.1 -0.3
H -4.231 -0.269 5.520 -0.1 0.6 0.2
H -3.782 2.199 5.284 -0.5 0.3 0.3
H -1.553 -1.035 2.272 -0.1 0.1 0.2
H -0.740 5.564 1.970 0.2 -0.1 0.2
H 1.104 6.907 1.060 -0.2 0.5 0.2
H 2.917 5.892 -0.072 0.3 -0.2 -0.2
H 2.946 3.504 -0.553 -0.5 -0.4 0.1
N 2.888 5.663 -3.705 0.1 -0.2 0.2
C 2.092 5.160 -4.688 0.4 2.0 -1.1
O 2.017 5.683 -5.808 0.3 -0.9 1.5
C 1.328 3.978 -4.334 -1.4 -1.6 -0.8
C 0.461 3.426 -5.308 0.2 1.3 -0.7
C -0.233 2.278 -5.055 -0.5 -0.1 -0.5
C -0.157 1.713 -3.787 0.2 0.2 0.1
N 0.657 2.181 -2.853 1.2 1.2 0.1
C 1.411 3.302 -3.146 -0.9 -1.4 0.8
H 3.500 6.410 -3.921 0.3 0.7 -0.4
H 2.861 5.416 -2.732 -0.3 -0.3 -0.1
H 0.285 3.991 -6.252 0.5 -0.6 0.8
H -0.873 1.879 -5.847 0.1 0.0 0.5
H -0.812 0.913 -3.478 0.0 -0.3 -0.1
H 2.016 3.658 -2.317 -0.1 -0.2 -0.3

Entry 2:
90
Properties=species:S:1:pos:R:3:forces:R:3 method="wB97M-V/def2-TZVPD" spin_multiplicity=3 e_homo_ev="-7.7 / -8.1" energy_ev=-92331.777 total_charge=0 de_lowest_ev=0.000
Tc -0.608 -0.022 0.510 0.0 0.1 -0.4
C 2.434 1.294 2.272 0.0 0.2 0.2
Si 1.814 0.218 0.878 0.1 0.1 -0.1
C 2.576 -1.490 1.027 -0.1 -0.2 0.0
C 3.795 -1.766 1.646 0.0 -0.1 0.0
C 4.303 -3.058 1.660 0.0 0.1 0.0
C 3.598 -4.091 1.055 -0.1 0.0 0.0
C 2.382 -3.836 0.437 0.1 0.0 0.0
C 1.873 -2.540 0.425 0.2 -0.1 0.0
P 0.276 -2.080 -0.319 -0.1 -0.1 -0.1
C 0.570 -2.163 -2.119 0.1 0.0 0.1
C -0.480 -2.374 -3.013 -0.1 0.0 0.0
C -0.232 -2.475 -4.371 0.0 0.0 0.0
C 1.063 -2.343 -4.860 0.0 0.0 0.1
C 2.108 -2.099 -3.982 0.0 0.0 0.1
C 1.863 -2.014 -2.615 0.1 0.0 0.0
C -0.800 -3.520 0.023 0.1 0.0 0.1
C -1.650 -3.497 1.129 0.0 0.0 -0.1
C -2.424 -4.603 1.446 0.0 0.1 0.0
C -2.360 -5.747 0.663 0.0 0.0 0.0
C -1.518 -5.781 -0.436 0.1 0.0 -0.1
C -0.738 -4.676 -0.754 0.0 0.0 0.1
C 2.605 0.989 -0.666 -0.2 0.0 -0.1
C 3.995 1.052 -0.805 0.0 0.1 -0.1
C 4.577 1.754 -1.848 0.0 0.0 0.0
C 3.777 2.443 -2.755 0.0 0.0 0.0
C 2.399 2.392 -2.635 0.0 0.0 0.0
C 1.813 1.631 -1.620 0.0 0.0 0.0
P 0.005 1.537 -1.393 0.0 0.0 0.0
C -0.384 3.316 -1.159 0.1 0.0 0.1
C 0.391 4.021 -0.235 0.0 0.0 -0.1
C 0.168 5.369 -0.005 0.0 0.0 0.0
C -0.846 6.031 -0.688 0.0 0.0 0.0
C -1.630 5.336 -1.597 0.0 0.0 0.0
C -1.402 3.984 -1.833 0.0 0.0 0.0
C -0.751 1.131 -2.997 0.0 -0.1 0.0
C -2.146 1.059 -3.030 0.0 0.0 0.0
C -2.806 0.809 -4.223 0.1 0.0 0.0
C -2.080 0.607 -5.392 0.0 0.0 0.1
C -0.695 0.646 -5.356 0.0 0.0 0.0
C -0.029 0.897 -4.164 0.0 0.0 0.0
H 3.490 1.538 2.133 0.0 0.0 0.0
H 2.306 0.812 3.242 0.0 0.0 0.0
H 1.865 2.228 2.287 0.1 0.0 0.0
H 4.345 -0.969 2.136 0.0 0.0 0.0
H 5.246 -3.265 2.150 0.0 0.0 0.0
H 3.992 -5.099 1.075 0.0 0.0 0.0
H 1.826 -4.647 -0.016 0.0 0.0 0.0
H -1.490 -2.455 -2.639 0.0 0.0 0.0
H -1.055 -2.642 -5.054 0.0 0.0 0.0
H 1.252 -2.423 -5.923 0.0 0.0 0.0
H 3.119 -1.983 -4.351 0.0 0.0 0.0
H 2.694 -1.842 -1.938 -0.1 0.0 0.0
H -1.720 -2.600 1.730 0.0 0.0 0.0
H -3.087 -4.566 2.301 0.0 0.0 0.0
H -2.969 -6.607 0.908 0.0 0.0 0.0
H -1.466 -6.670 -1.051 0.0 0.0 0.0
H -0.086 -4.713 -1.617 0.0 0.0 -0.1
H 4.631 0.547 -0.085 0.0 0.0 0.0
H 5.655 1.786 -1.946 0.0 0.0 0.0
H 4.230 3.023 -3.548 0.0 0.0 0.0
H 1.776 2.951 -3.324 0.0 0.0 0.0
H 1.182 3.511 0.303 0.0 0.0 0.0
H 0.782 5.903 0.709 0.0 0.0 0.0
H -1.022 7.084 -0.512 0.0 0.0 0.0
H -2.422 5.843 -2.131 0.0 0.0 0.0
H -2.021 3.457 -2.547 0.0 0.0 0.0
H -2.716 1.214 -2.120 0.0 0.0 -0.1
H -3.888 0.773 -4.230 0.0 0.0 0.0
H -2.594 0.411 -6.324 0.0 0.0 0.0
H -0.121 0.469 -6.257 0.0 0.0 0.0
H 1.053 0.887 -4.153 0.0 0.0 0.0
O -1.198 1.852 1.512 -0.2 0.0 -0.2
C -2.282 2.334 1.069 0.1 0.0 0.0
C -2.839 3.659 1.540 0.0 0.0 0.0
C -4.097 3.796 0.689 0.1 0.0 0.0
C -4.041 2.565 -0.223 0.0 0.1 0.1
O -4.804 2.355 -1.140 0.0 0.0 -0.1
N -2.988 1.741 0.132 0.0 0.0 -0.1
H -2.099 4.438 1.348 0.0 0.0 0.0
H -3.017 3.629 2.616 0.0 0.0 0.0
H -4.113 4.696 0.076 0.0 0.0 0.0
H -5.023 3.769 1.263 0.0 0.0 0.0
S 0.002 -0.989 3.723 0.0 0.0 0.1
C -0.267 -0.540 2.261 0.1 -0.3 0.3
C -3.238 -1.172 -0.663 0.0 0.0 0.1
O -1.846 -0.975 -0.748 -0.3 0.2 -0.1
H -3.739 -0.685 -1.504 0.0 0.0 0.0
H -3.670 -0.761 0.251 0.0 0.0 0.0
H -3.451 -2.247 -0.705 0.0 0.0 0.0

Entry 3:
93
Properties=species:S:1:pos:R:3:forces:R:3 method="wB97M-V/def2-TZVPD" e_homo_ev=-11.4 energy_ev=-75965.707 total_charge=+1 de_lowest_ev=2.354
Ta -0.081 -0.498 1.011 0.5 0.3 0.5
C -4.676 3.483 -1.605 0.0 0.2 0.1
O -5.139 2.224 -2.083 -0.1 0.0 -0.1
C -4.423 1.136 -1.802 0.1 -0.3 0.0
C -4.860 -0.070 -2.374 -0.1 0.1 -0.1
C -4.178 -1.231 -2.125 0.1 0.0 0.0
C -3.017 -1.244 -1.335 0.3 0.3 0.2
C -2.261 -2.454 -1.033 0.0 -0.1 -0.1
C -2.901 -3.800 -1.238 0.1 0.0 -0.1
O -1.098 -2.417 -0.617 -0.1 -0.1 0.1
C -2.579 -0.022 -0.797 -0.7 -0.3 -0.5
O -1.463 0.001 -0.054 -2.1 0.7 -1.3
C -3.294 1.149 -0.994 0.4 0.2 0.3
H -5.305 4.229 -2.080 0.0 0.0 0.0
H -3.632 3.651 -1.881 0.0 0.0 0.0
H -4.781 3.560 -0.521 0.0 -0.1 0.0
H -5.740 -0.058 -3.003 0.0 0.0 0.0
H -4.524 -2.149 -2.580 0.0 0.0 0.0
H -3.985 -3.747 -1.263 0.0 -0.1 0.0
H -2.586 -4.463 -0.435 0.0 0.0 0.0
H -2.537 -4.225 -2.177 0.0 0.0 0.0
H -2.960 2.047 -0.495 0.0 0.0 0.0
N 0.905 -3.470 0.794 0.0 -0.2 0.2
C 1.042 -3.633 2.234 0.0 0.3 -0.3
C 1.312 -2.280 2.900 0.3 -1.1 0.6
O 1.510 -2.155 4.072 0.0 0.2 -0.3
O 1.280 -1.262 2.030 1.6 -0.2 1.0
H 0.144 -4.008 0.410 0.0 0.1 0.0
H 1.755 -3.711 0.302 0.0 0.0 -0.1
H 1.830 -4.320 2.549 0.0 0.0 0.0
H 0.108 -3.994 2.662 0.0 0.0 0.0
C 5.670 -2.977 -1.047 0.0 0.0 0.0
C 4.885 -2.966 0.096 0.0 0.0 0.0
C 3.755 -2.166 0.152 0.1 0.1 -0.1
C 3.400 -1.357 -0.928 -0.2 -0.1 0.1
C 4.187 -1.383 -2.076 -0.1 0.0 0.0
C 5.312 -2.191 -2.132 0.0 0.0 -0.1
P 2.032 -0.143 -0.767 0.6 -0.2 -0.2
C 2.986 1.300 -0.169 -0.1 -0.1 0.1
C 2.901 2.576 -0.715 -0.1 0.0 0.0
C 3.589 3.631 -0.134 0.0 0.1 0.0
C 4.351 3.429 1.006 0.0 0.0 0.0
C 4.426 2.161 1.566 0.0 0.0 0.0
C 3.752 1.103 0.981 -0.1 0.0 -0.1
C 1.501 0.136 -2.483 -0.2 0.0 0.2
C 0.383 -0.585 -2.907 0.1 0.1 0.1
C -0.074 -0.465 -4.209 0.0 0.0 -0.1
C 0.578 0.378 -5.098 0.0 -0.1 0.0
C 1.691 1.095 -4.681 0.1 0.1 0.0
C 2.157 0.976 -3.381 0.0 0.0 0.0
H 6.557 -3.594 -1.092 0.0 0.0 0.0
H 5.155 -3.572 0.952 0.0 0.0 0.0
H 3.155 -2.150 1.046 0.0 0.0 0.1
H 3.923 -0.776 -2.931 0.0 0.0 0.0
H 5.914 -2.203 -3.032 0.0 0.0 0.0
H 2.284 2.766 -1.580 0.0 0.1 0.1
H 3.516 4.616 -0.575 0.0 0.0 0.0
H 4.882 4.254 1.462 0.0 0.0 0.0
H 5.008 1.997 2.463 0.0 0.0 0.0
H 3.814 0.123 1.433 0.0 0.0 0.0
H -0.120 -1.241 -2.208 0.0 0.0 -0.1
H -0.941 -1.028 -4.530 0.0 0.0 0.0
H 0.225 0.470 -6.117 0.0 0.0 0.0
H 2.203 1.752 -5.372 0.0 0.0 0.0
H 3.029 1.536 -3.068 0.0 -0.1 -0.1
O -1.383 -1.858 2.064 0.4 0.3 -0.4
C -1.356 -1.161 3.148 -0.5 -0.1 0.6
O -0.758 -0.054 3.089 0.2 0.1 -1.0
C -1.962 -1.659 4.387 0.0 -0.1 0.0
C -2.593 -2.901 4.405 0.0 0.0 -0.1
C -3.112 -3.389 5.591 0.0 0.0 0.0
C -2.997 -2.640 6.755 0.0 0.0 0.0
C -2.377 -1.397 6.736 0.0 0.0 0.0
C -1.855 -0.905 5.554 0.0 0.1 -0.1
H -2.674 -3.469 3.487 0.0 0.0 0.0
H -3.605 -4.352 5.609 0.0 0.0 0.0
H -3.390 -3.030 7.684 0.0 0.0 0.0
H -2.298 -0.813 7.642 0.0 0.0 0.0
H -1.355 0.053 5.515 0.0 0.0 0.0
O -1.516 2.186 1.658 0.3 0.3 -0.1
C -0.566 2.301 0.918 -0.8 0.7 0.4
O 0.442 1.424 0.904 -0.2 -0.8 0.4
C -0.512 3.395 -0.100 0.2 -0.2 -0.2
C -0.736 4.716 0.267 0.0 -0.1 0.1
C -0.791 5.701 -0.708 0.0 0.0 0.0
C -0.646 5.366 -2.047 0.0 0.0 0.0
C -0.443 4.043 -2.417 0.0 -0.1 0.0
C -0.373 3.058 -1.444 0.0 0.0 0.1
H -0.859 4.959 1.314 0.0 0.0 0.0
H -0.960 6.731 -0.423 0.0 0.0 0.0
H -0.703 6.136 -2.805 0.0 0.0 0.0
H -0.339 3.770 -3.460 0.0 0.0 0.0
H -0.234 2.021 -1.723 0.0 0.0 -0.1